# 1
{"formula": "C4H7ClNO2", "method": "the ωB97M-V functional and the def2-TZVPD basis", "lumo_ev": 2.4, "gap_ev": 6.112, "total_charge": -1, "symbols": ["C", "C", "C", "C", "N", "O", "O", "Cl", "H", "H", "H", "H", "H", "H", "H"], "xyz": [[-2.102590, -2.447943, 2.654625], [1.535322, -0.806094, -0.527730], [1.865325, 0.521703, 1.545462], [0.958762, -0.376850, 0.760424], [-0.234390, -0.757658, 1.073983], [-2.454680, -3.458816, 2.234322], [-1.855197, -1.447089, 3.154061], [2.294749, 4.150292, -0.892765], [0.707827, -1.320192, -1.163690], [2.411489, -1.495008, -0.384410], [1.834148, -0.080970, -1.201634], [2.662305, -0.136300, 1.854470], [1.397432, 0.864838, 2.483129], [2.166643, 1.348929, 0.949597], [-0.361302, -0.572319, 1.998261]], "forces_ev_per_angstrom": [[-0.637, -0.244, 0.082], [-1.597, -3.212, -1.295], [-1.225, -1.145, 1.500], [-1.346, 0.365, -0.242], [2.332, -1.002, -3.075], [0.008, -0.995, -0.637], [0.369, 1.113, 0.822], [0.010, -0.164, 0.076], [1.388, 0.282, 1.369], [-0.847, 0.476, -0.031], [0.964, 2.140, -0.768], [0.928, 0.173, -0.033], [0.004, 0.054, -0.434], [0.550, 0.735, -0.494], [-0.901, 1.424, 3.160]]}

# 2
{"formula": "C2H2ClNO2", "method": "the ωB97M-V functional and the def2-TZVPD basis", "lumo_ev": [-1.2, -1.2], "gap_ev": [7.429, 7.433], "symbols": ["C", "C", "N", "O", "O", "Cl", "H", "H"], "xyz": [[0.016001, 0.270429, -0.825103], [-0.821677, -0.535917, -0.098982], [1.120928, 0.136113, 1.532374], [0.247952, 1.460213, -0.467686], [1.202741, 1.206363, 1.174942], [-0.919807, -2.207530, -0.370885], [0.599723, -0.175972, -1.638574], [-1.445861, -0.153699, 0.693914]], "forces_ev_per_angstrom": [[0.185, 0.245, -0.166], [0.730, 0.317, 0.797], [-0.319, 2.380, -1.000], [-0.914, 0.420, -1.202], [0.641, -2.789, 1.862], [-0.192, -0.563, -0.212], [-0.001, -0.095, -0.010], [-0.130, 0.085, -0.068]]}

Going through the records in order, we get energy above the lowest of the compared OMol25 structures with the same formula, charge and spin values of 0.0 101.5 kcal per mole.
Going through the records in order, we get DFT total energy values of -22371.145 -20209.210 eV.
Going through the records in order, we get maximum force values of 4.0 3.4 eV Å⁻¹.